Molecular formula: HN2O3S
Method: DFT, ωB97M-V/def2-TZVPD

Output
Charge: -1
Relative energy (zero: lowest compared OMol25 entry of this formula, charge and spin) in kJ/mol: 0.0
Max |F| in eV/Å: 1.329
LUMO in eV: 4.4
Orbital gap in eV: 8.06

The geometry in XYZ format:
```
7
Properties=species:S:1:pos:R:3:forces:R:3
N 1.6918 -2.4167 -1.1524 0.3 0.3 0.4
N 2.2966 -1.9520 -0.3693 -0.3 -0.2 -0.4
O -1.8005 2.3745 0.2071 0.8 -0.9 0.3
O -0.7850 0.2357 1.3717 -0.5 0.7 -0.4
O 0.0171 1.0056 -0.8134 0.4 0.2 -0.1
S -1.2963 1.0201 -0.1390 -1.3 0.3 -0.2
H -0.1236 -0.2672 0.8954 0.6 -0.4 0.4
```
Forces are in eV/Å.



Molecular formula: HN3O3S
Method: DFT, ωB97M-V/def2-TZVPD

Output
Relative energy (zero: lowest compared OMol25 entry of this formula, charge and spin) in kJ/mol: 140.7
Max |F| in eV/Å: 3.458
LUMO (spin up / spin down) in eV: -1.4 / -1.1
Orbital gap (spin up / spin down) in eV: 7.44 / 8.48

The geometry in XYZ format:
```
8
Properties=species:S:1:pos:R:3:forces:R:3
N 0.2641 0.9365 -0.0103 -0.2 0.8 -0.7
N 1.5647 -1.5428 -0.7266 -0.7 -1.0 1.2
N -1.1880 0.2489 0.6102 2.4 2.0 -1.5
O -2.0710 0.9776 0.4509 -1.7 0.9 0.0
O 0.1261 2.0755 -0.4872 -0.1 -1.5 0.9
O -1.0198 -0.7756 1.1278 0.1 -2.5 1.1
S 1.5023 -0.0300 -0.8488 0.1 2.0 -0.7
H 0.8215 -1.8900 -0.1161 0.1 -0.6 -0.2
```
Forces are in eV/Å.



Molecular formula: HN3O4
Method: DFT, ωB97M-V/def2-TZVPD

Output
Relative energy (zero: lowest compared OMol25 entry of this formula, charge and spin) in kJ/mol: 286.8
Max |F| in eV/Å: 5.681
LUMO in eV: 0.1
Orbital gap in eV: 11.40
SMILES string: [H]/N=[N+](\[O-])O[N+](=O)[O-]

The geometry in XYZ format:
```
8
Properties=species:S:1:pos:R:3:forces:R:3
N -0.2465 0.0617 0.1235 -0.7 1.1 1.5
N -0.5348 -0.2361 -1.0301 -0.3 1.3 2.4
N -2.1911 1.8209 -1.0306 5.3 -2.0 0.6
O -1.7726 0.4219 -1.4684 -1.2 -0.9 -1.2
O -0.1033 -0.9929 -1.8135 0.4 -1.1 -1.9
O -1.2754 2.4337 -0.6809 2.0 2.0 0.9
O -3.2814 2.0454 -1.1562 -5.6 0.1 -1.0
H 0.5278 -0.4055 0.6043 0.0 -0.3 -1.3
```
Forces are in eV/Å.



Molecular formula: HN3O4S
Method: DFT, ωB97M-V/def2-TZVPD

Output
Relative energy (zero: lowest compared OMol25 entry of this formula, charge and spin) in kJ/mol: 36.6
Max |F| in eV/Å: 3.349
LUMO in eV: -0.1
Orbital gap in eV: 9.86

The geometry in XYZ format:
```
9
Properties=species:S:1:pos:R:3:forces:R:3
N -2.4061 -1.1614 -0.2952 -0.8 0.4 1.2
N -2.9161 -0.8018 0.6094 0.6 -0.5 -1.2
N 0.7448 -1.0615 -0.1999 0.2 3.0 -1.5
O 1.1625 -1.4598 0.8164 0.7 -1.7 2.1
O 0.8089 -1.4659 -1.3189 -0.1 -0.8 -0.4
O 0.9406 1.4772 1.0619 -0.4 -1.1 0.0
O 0.2961 1.4425 -1.2880 0.4 0.3 -1.7
S -0.0111 0.7793 -0.0718 -0.7 0.5 1.9
H 1.3802 2.2515 0.6862 0.2 0.0 -0.3
```
Forces are in eV/Å.



Molecular formula: HN3P2
Method: DFT, ωB97M-V/def2-TZVPD

Output
Relative energy (zero: lowest compared OMol25 entry of this formula, charge and spin) in kJ/mol: 158.7
Max |F| in eV/Å: 6.721
LUMO in eV: -0.6
Orbital gap in eV: 7.91

The geometry in XYZ format:
```
6
Properties=species:S:1:pos:R:3:forces:R:3
N -1.0957 -2.0220 -1.0884 -1.4 2.7 1.7
N -1.2189 -1.1220 -0.3794 0.1 -4.7 -4.8
N 0.6897 -3.0362 -0.0636 0.8 -0.3 0.5
P 1.3009 -2.4663 1.1571 0.0 -0.1 -0.1
P -0.8608 -0.0247 0.6897 0.7 2.3 2.5
H -1.9730 0.7474 0.3308 -0.2 0.2 0.1
```
Forces are in eV/Å.



Molecular formula: HN4O2
Method: DFT, ωB97M-V/def2-TZVPD

Output
Charge: +1
Relative energy (zero: lowest compared OMol25 entry of this formula, charge and spin) in kJ/mol: 135.6
Max |F| in eV/Å: 3.532
LUMO in eV: -6.8
Orbital gap in eV: 9.78

The geometry in XYZ format:
```
7
Properties=species:S:1:pos:R:3:forces:R:3
N -0.8354 1.9508 -1.1896 0.4 0.3 0.0
N -0.6507 1.2038 -0.4026 -0.8 -2.4 1.3
N -0.6711 0.0786 0.3754 -0.8 2.9 0.4
N 0.8122 -1.1183 -0.0448 -1.0 1.1 0.7
O 1.6849 -0.4627 0.1803 3.3 1.3 0.3
O 0.3447 -2.0881 -0.3161 -1.2 -2.5 -0.9
H -0.6847 0.4360 1.3975 0.2 -0.6 -1.8
```
Forces are in eV/Å.